{
  "formula": "C10H10",
  "method": "ωB97M-V/def2-TZVPD",
  "elements": ["C", "C", "C", "C", "C", "C", "C", "C", "C", "C", "H", "H", "H", "H", "H", "H", "H", "H", "H", "H"],
  "xyz": [[2.065, 2.451, -0.674], [0.865, 2.387, -2.730], [1.295, 1.339, -0.292], [0.203, 1.199, -2.356], [-0.313, -0.569, -0.807], [1.892, 2.840, -1.932], [0.463, 0.594, -1.144], [-0.226, -1.368, 0.225], [0.008, -0.736, 2.667], [0.518, -1.620, 1.502], [2.715, 2.730, 0.173], [0.472, 2.839, -3.704], [1.433, 0.991, 0.707], [-0.525, 0.879, -3.133], [-0.997, -0.665, -1.685], [0.840, -0.163, 2.986], [-0.357, -1.359, 3.464], [-0.785, -0.053, 2.264], [0.430, -2.640, 1.830], [1.716, -1.457, 1.312]],
  "nbo_charge": [-0.34, -0.31, -0.17, -0.18, -0.36, 0.16, -0.09, 0.21, -0.61, -0.51, 0.24, 0.23, 0.20, 0.21, 0.22, 0.21, 0.21, 0.22, 0.23, 0.22],
  "lumo_ha": [0.0017, -0.0119],
  "e_above_lowest_kcal_mol": 69.2,
  "mol_weight_da": 130.190,
  "energy_ha": -386.8230,
  "gap_ha": [0.3132, 0.2935],
  "total_charge": 0
}